Entry from the OMol25 dataset: a molecular structure, C37H36BrN4O4PYb (ωB97M-V with the def2-TZVPD basis set).

Calculated values
lowest unoccupied orbital energy (alpha / beta) = -1.96 / -1.96 eV
ΔE to the lowest compared entry with this formula, charge and spin = 28.08 kcal per mole
HOMO level (alpha / beta) = -0.373 / -0.373 Ha
electronic energy = -163962.5466 eV

Structure (ORCA input):
```
! wB97M-V def2-TZVPD RIJCOSX def2/J DEFGRID3
* xyz 1 2
Yb 0.22391 0.18537 0.07117
C -3.15284 0.98297 0.14036
C -2.45802 0.83751 -1.05539
C -1.61549 1.86463 -1.49248
C -1.46145 3.00980 -0.71784
C -2.15651 3.14106 0.47603
C -3.00474 2.13291 0.90263
H -3.83966 0.20755 0.45515
H -2.68302 0.00153 -1.70406
H -1.18731 1.82649 -2.48332
H -0.82843 3.81323 -1.06947
H -2.03384 4.03457 1.07371
H -3.55808 2.24119 1.82589
O 1.65524 2.07098 -0.43792
C 1.55139 2.10796 0.80584
O 0.43287 1.85987 1.35999
C 2.70309 2.23779 1.74520
C 3.55963 3.32726 1.78093
C 4.50274 3.41968 2.79170
C 4.59036 2.42648 3.75804
C 3.75643 1.32030 3.70475
C 2.80971 1.20938 2.69097
P 1.68425 -0.24532 2.56422
C 0.99192 -0.19182 4.26137
C 1.19824 -1.16711 5.23138
C 0.59260 -1.04867 6.47714
C -0.22114 0.03664 6.75889
C -0.42695 1.01532 5.79358
C 0.17090 0.90198 4.55050
C 2.82492 -1.68106 2.61490
C 2.21094 -2.93322 2.70579
C 2.95531 -4.10086 2.67499
C 4.33285 -4.03509 2.51869
C 4.94994 -2.80035 2.38983
C 4.20365 -1.62983 2.43639
H 3.47011 4.10728 1.03532
H 5.15769 4.27945 2.83803
H 5.31097 2.51626 4.56073
H 3.82794 0.54548 4.45840
H 1.84275 -2.01275 5.02456
H 0.76207 -1.80467 7.23370
H -0.69264 0.12589 7.72897
H -1.05453 1.86974 6.01316
H 0.00722 1.65344 3.78851
H 1.12777 -2.98279 2.79428
H 2.46298 -5.06158 2.76408
H 4.92125 -4.94284 2.49078
H 6.02236 -2.74298 2.25504
H 4.70309 -0.67887 2.31840
C 3.80437 1.32151 -4.25470
C 2.60840 0.45136 -4.00220
C 2.42571 -0.76490 -4.64797
C 1.31895 -1.54420 -4.35162
C 0.46736 -1.08841 -3.36633
Br -1.11134 -2.07024 -2.97963
N 0.61689 0.05280 -2.70703
C 1.65311 0.82246 -3.06453
H 4.11273 1.28011 -5.29798
H 4.63931 0.97444 -3.64246
H 3.59709 2.35372 -3.97855
H 3.13477 -1.09442 -5.39749
H 1.11744 -2.46892 -4.87161
H 1.73677 1.76771 -2.54839
C 2.36742 -2.81241 -0.94929
C 1.42892 -1.71355 -0.53187
O 2.00234 -0.62988 -0.21956
H 3.36451 -2.42895 -1.17955
H 1.96327 -3.37211 -1.79291
H 2.43949 -3.49302 -0.09595
C -2.29534 -4.80402 2.98987
N -1.99672 -3.54925 2.33307
C -1.94532 -2.28089 3.03262
C -1.47839 -1.36538 1.91272
O -1.27044 -0.15678 1.97120
N -1.28803 -2.07792 0.78813
C -1.58514 -3.35030 1.07084
N -1.44659 -4.32175 0.17428
H -2.99034 -4.61452 3.80499
H -1.39790 -5.27083 3.40280
H -2.77401 -5.49976 2.30128
H -1.22428 -2.27602 3.85634
H -2.92205 -1.98139 3.41804
H -1.21202 -4.05706 -0.76890
H -1.76056 -5.25700 0.35892
*
```

Results of the Mulliken charge analysis, in e, for atoms 1 through 6: 0.07 -0.28 -0.57 -0.25 -0.51 -0.51

---

Entry from the OMol25 dataset: a molecular structure, C21H20ClN2O3OsSe2 (ωB97M-V with the def2-TZVPD basis set).

Calculated values
lowest unoccupied orbital energy = -3.68 eV
ΔE to the lowest compared entry with this formula, charge and spin = 0.00 kcal per mole
HOMO level = -0.382 Ha
electronic energy = -176900.9410 eV

Structure (ORCA input):
```
! wB97M-V def2-TZVPD RIJCOSX def2/J DEFGRID3
* xyz 1 1
Os 1.23819 1.72213 -0.98571
Cl -4.07592 4.13852 3.30362
C -2.89824 3.80731 2.08088
C -2.85440 4.62106 0.93126
C -1.94346 4.37129 -0.05285
C -1.02394 3.29748 0.03815
O -0.21726 3.11301 -0.96673
C -1.04963 2.49400 1.21985
C -0.14071 1.45186 1.53454
N 0.84575 1.00329 0.80007
C 1.70212 -0.03703 1.24842
C 1.54421 -0.80819 2.37171
C 2.49668 -1.79198 2.69610
C 3.59312 -2.00639 1.90900
C 3.77356 -1.24482 0.73417
C 4.86357 -1.41485 -0.14814
C 4.93937 -0.64929 -1.27616
C 3.92494 0.28183 -1.54338
N 2.90081 0.47693 -0.73862
C 2.81669 -0.26874 0.40596
C -2.01709 2.78323 2.22326
H -3.54827 5.44624 0.84438
H -1.89504 4.98718 -0.94044
H -0.27209 0.99940 2.51149
H 0.69348 -0.68522 3.02688
H 2.34631 -2.38361 3.58876
H 4.32491 -2.76031 2.16745
H 5.62220 -2.15277 0.07949
H 5.75695 -0.74722 -1.97536
H 3.94817 0.87724 -2.44743
H -2.04108 2.17343 3.11760
O -1.61722 -1.91132 -3.72013
C -2.41277 -2.21722 -2.59264
C -1.75029 -1.65055 -1.33657
C -2.78220 -1.79826 -0.20282
O -2.22728 -1.29652 1.00444
C -1.46512 -0.16135 -1.50487
Se 0.24381 0.20203 -2.42785
C -0.47369 -2.38547 -0.91396
Se 1.05328 -2.00260 -2.07857
H -1.99167 -2.32396 -4.50439
H -2.56077 -3.29666 -2.47654
H -3.40131 -1.75170 -2.69368
H -3.05382 -2.85428 -0.10288
H -3.68371 -1.23730 -0.47102
H -2.81953 -1.51261 1.73095
H -1.35039 0.32069 -0.53817
H -2.23777 0.34585 -2.08181
H -0.61936 -3.46608 -0.94692
H -0.20405 -2.09771 0.09924
*
```

Results of the Mulliken charge analysis, in e, for atoms 1 through 6: 0.87 -0.21 0.02 -0.43 -0.75 0.77

---

Entry from the OMol25 dataset: 6 unconnected molecules or ions with the total composition C7H24NO5 (ωB97M-V with the def2-TZVPD basis set).

Calculated values
lowest unoccupied orbital energy (alpha / beta) = -7.70 / -11.52 eV
ΔE to the lowest compared entry with this formula, charge and spin = 0.00 kcal per mole
HOMO level (alpha / beta) = -0.637 / -0.637 Ha
electronic energy = -19356.7893 eV

Structure (ORCA input):
```
! wB97M-V def2-TZVPD RIJCOSX def2/J DEFGRID3
* xyz 2 2
C 0.43294 -0.94834 1.00968
C 1.92795 -0.98739 1.32312
C 2.55161 0.42942 1.54862
C 0.52636 2.40016 -1.92030
C 1.26589 3.00780 -1.00565
C 1.56080 2.35720 0.27023
C 2.48927 1.31109 0.40377
N -0.02633 -1.15724 -0.43433
H -0.14257 -1.58758 1.67853
H -0.10674 -0.05593 1.25716
H 2.45351 -1.41820 0.46933
H 2.07106 -1.55226 2.23253
H 3.61112 0.19374 1.76465
H 2.29238 0.93208 2.48004
H 0.34153 2.82189 -2.89670
H 0.13229 1.39231 -1.95765
H 1.60520 4.02947 -1.17896
H 0.94474 2.73496 1.08817
H 3.01219 1.14436 -0.53792
H -0.95708 -0.73668 -0.46829
H -0.15918 -2.14984 -0.64730
H 0.64950 -0.71576 -1.05837
H -2.03389 0.01510 4.09174
H -2.63335 0.54160 2.83663
O -1.78201 0.39535 3.26159
H -2.30824 -3.65272 -2.02512
H -2.61303 -2.23337 -1.30017
O -2.02818 -2.75981 -1.82440
H 2.69208 -0.85978 -2.37370
H 1.67224 -1.44704 -3.44916
O 1.78857 -1.12605 -2.54952
H -4.11187 -1.09747 0.17326
H -4.40137 -1.87988 1.35322
O -3.71372 -1.82141 0.68079
H -1.57447 1.89074 -0.28474
H -2.71183 0.96547 0.16877
O -2.01201 1.06459 -0.48342
*
```

Results of the Mulliken charge analysis, in e, for atoms 1 through 6: -0.92 -0.49 -0.78 -0.81 -0.26 -0.04

---

Entry from the OMol25 dataset: a molecular structure, C11H6Cl2F6N2O6PdS3 (ωB97M-V with the def2-TZVPD basis set).

Calculated values
lowest unoccupied orbital energy (alpha / beta) = 4.35 / 4.35 eV
ΔE to the lowest compared entry with this formula, charge and spin = 24.09 kcal per mole
HOMO level (alpha / beta) = -0.068 / -0.061 Ha
electronic energy = -104105.2698 eV

Structure (ORCA input):
```
! wB97M-V def2-TZVPD RIJCOSX def2/J DEFGRID3
* xyz -2 1
Pd 0.14312 -0.54468 0.23531
Cl -4.90739 4.39087 0.88931
C -4.04236 2.87941 0.76894
C -4.59625 1.85074 0.00094
C -3.91153 0.66697 -0.12004
C -2.66729 0.43537 0.52873
O -2.07470 -0.68433 0.38673
C -2.13852 1.51290 1.34763
C -0.90338 1.40941 2.03874
O -0.14616 0.40564 2.13436
C -2.84462 2.73175 1.41117
H -5.54383 1.99747 -0.49877
H -4.29772 -0.14060 -0.72795
H -0.56637 2.33198 2.54836
H -2.41598 3.54355 1.98273
Cl 2.21515 -2.05004 1.48470
C 2.25813 -0.75040 0.29429
H 2.69328 -1.15790 -0.62803
H 2.87922 0.04972 0.70829
F -2.68879 -3.34597 0.39576
C -1.46248 -3.45119 -0.08663
F -1.16469 -4.75351 -0.15568
F -0.61943 -2.95237 0.84167
S -1.19313 -2.67742 -1.81117
O -0.15535 -1.69086 -1.69358
O -0.81804 -3.81258 -2.60494
N -2.57910 -2.08434 -2.26081
S -3.58737 -3.22794 -2.65439
O -3.47576 -4.42555 -1.87620
O -4.90669 -2.72095 -2.88370
C -3.05313 -3.76125 -4.41434
F -2.35122 -2.80325 -5.02787
F -2.35149 -4.88976 -4.49697
F -4.15356 -3.96821 -5.17123
S 0.23010 1.76191 -0.99835
C 1.44537 2.37631 -0.08396
N 2.30763 2.89428 0.49226
*
```

Results of the Mulliken charge analysis, in e, for atoms 1 through 6: 0.76 -0.30 0.37 -0.71 -0.37 0.04

---

Entry from the OMol25 dataset: a gas-phase ion, C3H3O2S (charge -1) (ωB97M-V with the def2-TZVPD basis set).

Calculated values
lowest unoccupied orbital energy = 3.95 eV
ΔE to the lowest compared entry with this formula, charge and spin = 55.44 kcal per mole
HOMO level = -0.093 Ha
electronic energy = -18088.6884 eV

Structure (ORCA input):
```
! wB97M-V def2-TZVPD RIJCOSX def2/J DEFGRID3
* xyz -1 1
C 0.08528 0.12917 0.24408
C -2.00173 0.68556 0.87826
C 1.30110 -0.49474 -0.43515
O -1.10344 -0.34581 0.09231
O 0.27390 1.11233 0.91628
S -3.39695 0.76412 0.02019
H 1.68688 -1.30564 0.17771
H 1.10638 -0.84714 -1.44167
H 2.04860 0.30213 -0.45202
*
```

Results of the Mulliken charge analysis, in e, for atoms 1 through 6: 0.73 -0.60 -0.97 -0.13 -0.44 -0.39

---

Entry from the OMol25 dataset: 2 unconnected molecules or ions with the total composition H3NO4 (ωB97M-V with the def2-TZVPD basis set).

Calculated values
lowest unoccupied orbital energy (alpha / beta) = -0.50 / 0.34 eV
ΔE to the lowest compared entry with this formula, charge and spin = 86.71 kcal per mole
HOMO level (alpha / beta) = -0.322 / -0.379 Ha
electronic energy = -9718.2810 eV

Structure (ORCA input):
```
! wB97M-V def2-TZVPD RIJCOSX def2/J DEFGRID3
* xyz 0 1
N 0.27449 -1.38115 -0.05638
O 1.79856 0.50769 0.39842
O -1.15666 0.83334 -0.24315
O 0.85990 -0.36900 -0.42362
O -1.65076 -0.18766 0.39292
H 0.15079 -1.59919 0.90372
H 1.55525 1.27113 0.01692
H -1.83157 0.92483 -0.98883
*
```

Results of the Mulliken charge analysis, in e, for atoms 1 through 6: -0.15 -0.29 -0.16 -0.04 -0.29 0.28

---

Entry from the OMol25 dataset: 2 unconnected molecules or ions with the total composition C5H6O (ωB97M-V with the def2-TZVPD basis set).

Calculated values
lowest unoccupied orbital energy (alpha / beta) = 1.05 / -2.05 eV
ΔE to the lowest compared entry with this formula, charge and spin = 74.31 kcal per mole
HOMO level (alpha / beta) = -0.222 / -0.402 Ha
electronic energy = -7321.5438 eV

Structure (ORCA input):
```
! wB97M-V def2-TZVPD RIJCOSX def2/J DEFGRID3
* xyz 0 3
C -2.49521 0.27806 0.17091
C -2.18252 -0.62673 -0.51237
C 1.32904 -0.18483 -0.62798
C 1.16149 -0.16766 0.88102
C 1.04417 1.02616 0.14117
O 0.72532 2.21172 0.00613
H -2.83920 0.99456 0.74963
H 2.24021 -0.57011 -1.07875
H 0.54016 -0.64654 -1.34351
H 0.23179 -0.37053 1.31641
H 2.05185 -0.44697 1.44045
H -1.80709 -1.49713 -1.14311
*
```

Results of the Mulliken charge analysis, in e, for atoms 1 through 6: -0.44 -0.35 -0.38 -0.42 0.46 -0.40

---

Entry from the OMol25 dataset: a molecular structure, C3H3NO2S2 (ωB97M-V with the def2-TZVPD basis set).

Calculated values
lowest unoccupied orbital energy = -0.05 eV
ΔE to the lowest compared entry with this formula, charge and spin = 41.90 kcal per mole
HOMO level = -0.350 Ha
electronic energy = -30413.0592 eV

Structure (ORCA input):
```
! wB97M-V def2-TZVPD RIJCOSX def2/J DEFGRID3
* xyz 0 1
C -1.87727 -0.04691 0.01966
C -0.42971 0.15686 -0.57425
C 1.92716 0.57408 0.34954
H -0.57044 -1.15819 0.76516
H -0.51167 0.07991 -1.66373
H 2.77011 1.21215 0.84499
N 2.12226 -0.59806 0.01064
O -1.70617 -0.96104 1.01996
O -2.80835 0.57463 -0.41903
S 0.46505 1.49767 0.03629
S 0.61904 -1.33110 -0.38924
*
```

Results of the Mulliken charge analysis, in e, for atoms 1 through 6: 0.56 -0.18 0.05 0.41 0.41 0.29

---

> Which value of electronic energy does entry 4 give?

-104105.2698 eV

---

Copy entry 6 word for word.
Entry from the OMol25 dataset: 2 unconnected molecules or ions with the total composition H3NO4 (ωB97M-V with the def2-TZVPD basis set).

Calculated values
lowest unoccupied orbital energy (alpha / beta) = -0.50 / 0.34 eV
ΔE to the lowest compared entry with this formula, charge and spin = 86.71 kcal per mole
HOMO level (alpha / beta) = -0.322 / -0.379 Ha
electronic energy = -9718.2810 eV

Structure (ORCA input):
```
! wB97M-V def2-TZVPD RIJCOSX def2/J DEFGRID3
* xyz 0 1
N 0.27449 -1.38115 -0.05638
O 1.79856 0.50769 0.39842
O -1.15666 0.83334 -0.24315
O 0.85990 -0.36900 -0.42362
O -1.65076 -0.18766 0.39292
H 0.15079 -1.59919 0.90372
H 1.55525 1.27113 0.01692
H -1.83157 0.92483 -0.98883
*
```

Results of the Mulliken charge analysis, in e, for atoms 1 through 6: -0.15 -0.29 -0.16 -0.04 -0.29 0.28